[1]
A structure of composition C17H30N7O3PdS. Source: the OMol25 dataset; level of theory: wB97M-V/def2-TZVPD.

Last column: Mulliken charge in e.
Positions of all 59 atoms, in Å:
Pd (0.618, 0.377, -0.608)  0.360
C (5.025, -0.937, 0.174)  -1.781
C (3.583, -0.776, -0.152)  0.478
N (3.027, 0.316, -0.564)  0.562
N (3.746, 1.427, -0.842)  -0.428
C (3.162, 2.498, -1.425)  0.641
N (3.908, 3.504, -1.850)  -0.348
S (1.476, 2.528, -1.625)  -0.178
C (2.692, -1.947, -0.124)  0.469
C (3.123, -3.207, 0.297)  -0.336
C (2.282, -4.301, 0.154)  -0.779
C (1.049, -4.123, -0.451)  -0.596
C (0.683, -2.836, -0.837)  -0.358
N (1.457, -1.779, -0.648)  0.010
H (5.518, 0.002, 0.414)  0.563
H (5.553, -1.391, -0.668)  0.373
H (5.153, -1.600, 1.026)  0.447
H (4.762, 1.391, -0.765)  0.178
H (4.919, 3.495, -1.838)  0.218
H (3.472, 4.322, -2.256)  0.240
H (4.099, -3.346, 0.733)  0.318
H (2.593, -5.275, 0.505)  0.503
H (0.381, -4.953, -0.615)  0.500
H (-0.271, -2.667, -1.321)  0.323
C (0.699, -1.748, 3.533)  -1.175
C (-0.006, -0.692, 2.747)  0.892
C (-1.208, -0.051, 3.374)  -1.218
O (0.807, 0.177, 2.029)  -0.319
C (-0.932, -1.642, 1.343)  0.411
O (-1.082, -2.755, 1.678)  -0.262
O (-1.115, -0.830, 0.477)  -0.037
H (1.112, -1.318, 4.449)  0.405
H (1.510, -2.207, 2.967)  0.391
H (0.010, -2.537, 3.829)  0.446
H (-0.885, 0.496, 4.265)  0.460
H (-1.928, -0.801, 3.691)  0.415
H (-1.681, 0.657, 2.699)  0.234
H (1.731, 0.043, 2.292)  0.383
C (-4.301, -0.164, -1.371)  -1.169
N (-3.029, 0.436, -1.668)  0.116
C (-2.129, -0.399, -2.409)  -1.035
C (-2.560, 1.574, -1.075)  0.554
N (-1.289, 1.710, -0.842)  -0.168
N (-3.459, 2.567, -0.775)  0.088
C (-3.081, 3.643, 0.100)  -1.167
C (-4.644, 2.827, -1.546)  -1.086
H (-4.141, -1.159, -0.941)  0.334
H (-4.890, -0.316, -2.281)  0.349
H (-4.883, 0.414, -0.659)  0.431
H (-2.608, -0.705, -3.343)  0.492
H (-1.907, -1.311, -1.845)  0.130
H (-1.203, 0.141, -2.644)  0.330
H (-1.025, 2.645, -0.547)  0.203
H (-2.385, 3.303, 0.865)  0.342
H (-3.979, 4.031, 0.584)  0.355
H (-2.637, 4.478, -0.456)  0.381
H (-4.810, 2.089, -2.322)  0.369
H (-4.564, 3.811, -2.020)  0.396
H (-5.517, 2.875, -0.888)  0.351

Calculated values
Kohn-Sham gap (alpha / beta) = 3.33 / 3.30 eV
HOMO energy (alpha / beta) = -16.5487 / -16.5486 eV
total charge = +3


[2]
A structure of composition C17H31BrCl3F5MgNOP2. Source: the OMol25 dataset; level of theory: wB97M-V/def2-TZVPD.

Last column: Mulliken charge in e.
Positions of all 62 atoms, in Å:
C (7.344, 0.060, -0.176)  -1.410
C (6.054, 0.429, 0.770)  -0.263
P (4.737, 1.220, -0.428)  0.158
C (5.301, 3.041, -0.585)  -0.054
C (4.707, 3.821, -1.921)  -0.685
P (2.844, 1.019, 0.651)  -0.420
Cl (2.380, 3.087, 0.518)  -0.365
C (1.859, 0.556, -0.922)  0.737
F (2.127, 1.498, -2.051)  -0.267
F (2.410, -0.775, -1.380)  -0.323
C (0.251, 0.308, -0.678)  -0.390
C (-0.451, -1.112, -1.213)  -0.507
C (-2.090, -1.375, -1.014)  -0.404
C (-3.107, -0.270, -0.310)  -0.600
C (-2.415, 1.124, 0.227)  0.340
C (-3.293, 2.326, 0.975)  0.484
F (-3.028, 2.393, 2.449)  -0.222
F (-4.732, 2.318, 0.622)  -0.193
F (-2.739, 3.614, 0.416)  -0.176
C (-0.785, 1.379, 0.035)  0.198
H (7.551, 1.017, -0.860)  0.054
H (8.239, -0.184, 0.538)  0.493
H (7.024, -0.876, -0.841)  0.543
H (5.548, -0.486, 1.296)  0.340
H (6.276, 1.287, 1.565)  0.335
H (6.483, 3.006, -0.746)  -0.260
H (5.156, 3.679, 0.412)  0.387
H (4.000, 3.164, -2.580)  0.179
H (4.088, 4.746, -1.492)  0.191
H (5.561, 4.297, -2.589)  0.304
H (3.493, 1.246, 1.936)  0.266
H (1.597, 0.847, 1.407)  0.097
H (3.064, -0.406, 0.859)  0.170
H (0.136, -1.969, -1.755)  0.356
H (-2.605, -2.381, -1.380)  0.257
H (-4.275, -0.422, -0.189)  0.205
H (-0.377, 2.409, 0.415)  0.278
C (-8.690, -3.921, 0.384)  -1.426
C (-8.246, -2.737, -0.463)  0.172
C (-6.945, -2.992, -1.233)  -0.719
O (-5.824, -2.932, -0.340)  -0.261
C (-5.413, -4.203, 0.161)  -0.772
N (-7.999, -1.579, 0.454)  -0.292
H (-8.059, -4.072, 1.264)  0.387
H (-9.710, -3.765, 0.751)  0.423
H (-8.687, -4.845, -0.203)  0.358
H (-9.050, -2.445, -1.146)  0.369
H (-6.802, -2.174, -1.950)  0.349
H (-6.971, -3.921, -1.813)  0.453
H (-5.671, -5.027, -0.508)  0.372
H (-5.862, -4.364, 1.143)  0.286
H (-4.326, -4.182, 0.291)  0.235
H (-8.725, -1.457, 1.171)  0.362
H (-7.898, -0.698, -0.066)  0.367
H (-7.089, -1.733, 0.924)  0.348
C (9.699, 2.611, 1.146)  -0.298
Cl (8.860, 1.425, 2.154)  -0.108
Cl (9.077, 2.594, -0.508)  -0.137
H (9.551, 3.607, 1.572)  0.291
H (10.765, 2.372, 1.128)  0.337
Mg (-1.210, 2.772, 2.423)  0.418
Br (6.890, -1.964, 1.282)  -0.348

Calculated values
Kohn-Sham gap = 2.33 eV
HOMO energy = -7.5725 eV
total charge = +1


[3]
A structure of composition C17H31ClINO7P2Ta. Source: the OMol25 dataset; level of theory: wB97M-V/def2-TZVPD.

Last column: Mulliken charge in e.
Positions of all 61 atoms, in Å:
C (4.696, 1.114, 0.690)  -0.670
C (4.253, 1.634, -0.744)  -0.190
I (6.122, 2.255, -1.756)  -0.133
C (3.534, 0.543, -1.619)  -1.172
Ta (1.487, -0.161, -0.724)  0.434
C (-0.481, -0.644, 0.327)  -0.875
C (-0.428, -0.615, 1.910)  -0.305
C (-1.035, 0.683, 2.559)  -0.432
N (-0.923, 1.894, 1.717)  0.042
C (-2.090, 2.780, 1.920)  -1.084
C (-3.294, 2.151, 1.137)  0.798
C (-3.233, 2.154, -0.314)  -0.124
C (-4.325, 1.554, -1.086)  -0.567
C (-5.441, 0.990, -0.351)  -0.433
C (-5.509, 0.986, 1.115)  -0.597
C (-4.420, 1.571, 1.899)  0.061
O (-4.404, 1.627, 3.293)  -0.548
C (2.572, -2.024, 0.037)  -0.978
C (1.661, -3.239, 0.479)  -0.424
C (1.162, -4.148, -0.709)  -0.102
C (0.484, -5.413, -0.032)  0.414
O (0.329, -5.481, 1.170)  -0.576
O (0.000, -6.467, -0.792)  -0.477
P (0.812, -1.384, -2.938)  0.159
O (0.953, -0.288, -4.225)  -0.455
Cl (-1.267, -1.841, -2.897)  -0.305
P (0.477, 2.015, -1.788)  0.575
O (-0.822, 1.620, -2.476)  -0.595
O (1.507, 2.641, -2.989)  -0.502
O (0.238, 3.290, -0.712)  -0.443
H (4.609, 0.003, 0.799)  0.047
H (3.976, 1.575, 1.426)  0.164
H (5.713, 1.489, 0.979)  0.406
H (3.645, 2.563, -0.602)  0.291
H (3.441, 0.900, -2.677)  0.502
H (4.227, -0.353, -1.643)  0.569
H (1.955, 0.822, 0.791)  -0.291
H (-1.252, 0.095, -0.044)  0.165
H (-0.817, -1.655, -0.049)  0.351
H (0.613, -0.828, 2.273)  0.301
H (-1.054, -1.484, 2.279)  0.403
H (-2.079, 0.489, 2.933)  -0.150
H (-0.431, 0.883, 3.500)  0.270
H (-0.087, 2.392, 2.038)  0.224
H (-1.870, 3.783, 1.468)  0.381
H (-2.370, 2.898, 3.002)  0.388
H (-2.343, 2.625, -0.793)  0.233
H (-4.224, 1.573, -2.193)  0.406
H (-6.275, 0.552, -0.954)  0.283
H (-6.387, 0.562, 1.653)  0.369
H (-4.358, 0.735, 3.677)  0.316
H (3.228, -2.403, -0.806)  0.438
H (3.254, -1.753, 0.887)  0.309
H (0.782, -2.978, 1.115)  0.161
H (2.308, -3.911, 1.117)  0.475
H (0.357, -3.690, -1.334)  0.013
H (2.014, -4.569, -1.312)  0.295
H (-0.283, -7.132, -0.131)  0.334
H (0.057, -0.088, -4.557)  0.296
H (0.973, 2.998, -3.721)  0.277
H (0.062, 4.108, -1.220)  0.280

Calculated values
Kohn-Sham gap = 6.45 eV
HOMO energy = -4.7850 eV
total charge = -1